This record from OMol25 describes one molecule with the formula CH5IP2. The level of theory is ωB97M-V with the def2-TZVPD basis set.

XYZ file:
```
9
CH5IP2 | OMol25 | ωB97M-V with the def2-TZVPD basis set
C 0.75 0.10 0.81
P -0.62 0.79 0.03
P 1.57 -1.23 -0.10
I -2.64 -0.61 -0.43
H 1.06 0.68 1.73
H -1.21 1.67 0.95
H -0.69 1.53 -1.28
H 0.34 -2.15 -0.29
H 1.45 -0.77 -1.41
```

## Properties
LUMO level	-0.6	eV
SMILES	PC=[PH2]I
orbital gap	7.7527	eV
HOMO level	-8.3104	eV

Here are the natural (NBO) charges for atoms 1 to 2, given in e: atom 1 (C): -1.219, atom 2 (P): 0.799